(1)
# C4H2ClO2

A 2-piece molecular cluster, C4H2ClO2 overall (wB97M-V/def2-TZVPD, the OMol25 dataset).

Properties
- orbital gap (Eh) = 0.2432
- lowest unoccupied orbital energy (eV) = 3.8
- energy (Ha) = -764.2258
- charge = -1
- strongest force on any atom (eV/Å) = 3.93
- M (g/mol) = 117.5
- energy relative to the best compared isomer or geometry (same formula, charge and spin) (eV) = 2.932

CARTESIAN COORDINATES (ANGSTROEM)
C: 1.750 0.444 -0.116
C: 1.019 1.431 0.139
C: -0.807 -1.399 0.124
C: -1.493 -0.353 -0.187
O: 0.048 2.112 0.329
O: -0.205 -2.361 0.439
Cl: 3.334 -0.066 -0.525
H: -1.197 0.543 0.259
H: -2.449 -0.350 -0.463

***

(2)
# C22H18F5HgN4O5Se

C22H18F5HgN4O5Se as an isolated structure (wB97M-V/def2-TZVPD, the OMol25 dataset).

Properties
- orbital gap (alpha / beta) (Eh) = 0.2126 / 0.2195
- lowest unoccupied orbital energy (alpha / beta) (eV) = 4.3 / 4.3
- energy (Ha) = -4498.4242
- charge = -2
- strongest force on any atom (eV/Å) = 1.56
- M (g/mol) = 792.9
- spin multiplicity = 2
- energy relative to the best compared isomer or geometry (same formula, charge and spin) (eV) = 1.502

CARTESIAN COORDINATES (ANGSTROEM)
Hg: 0.316 -0.250 -1.057
C: -1.949 -1.971 1.070
C: -2.923 -1.746 -0.091
N: -2.245 -1.217 -1.265
C: -2.801 0.021 -1.789
C: -2.396 1.229 -0.962
C: -3.373 2.035 -0.442
C: -2.979 3.240 0.196
C: -1.677 3.527 0.336
C: -0.608 2.554 -0.056
C: 1.141 1.687 1.517
N: 1.439 0.281 1.227
C: 1.066 -0.621 2.310
C: -0.454 -0.651 2.519
N: -1.152 -0.777 1.252
N: -1.082 1.473 -0.879
H: -1.282 -2.806 0.854
H: -2.538 -2.227 1.973
H: -3.670 -1.013 0.238
H: -3.431 -2.696 -0.309
H: -2.177 -1.921 -1.992
H: -3.904 -0.021 -1.839
H: -2.409 0.162 -2.801
H: -4.419 1.793 -0.564
H: -3.738 3.936 0.534
H: -1.330 4.426 0.812
H: 1.327 1.902 2.588
H: 1.814 2.314 0.914
H: 2.431 0.156 1.037
H: 1.543 -0.318 3.259
H: 1.414 -1.618 2.043
H: -0.763 0.276 3.013
H: -0.694 -1.498 3.175
H: -1.723 0.050 1.105
O: 3.007 5.798 -1.045
C: 2.208 4.892 -1.220
C: 2.292 3.801 -2.241
O: 2.948 3.814 -3.267
C: 1.374 2.712 -1.734
C: 0.546 3.271 -0.728
O: -0.181 2.013 1.288
C: 0.985 4.592 -0.377
O: 0.558 5.377 0.468
O: 1.459 1.546 -2.164
F: 4.305 -5.436 0.028
C: 3.299 -4.500 -0.123
C: 3.783 -3.029 -0.131
F: 2.867 -2.178 0.559
C: 3.108 -3.627 -1.351
F: 3.876 -3.779 -2.478
C: 1.646 -3.497 -1.522
Se: 0.786 -2.241 -2.610
C: 1.033 -4.262 -0.521
F: -0.307 -4.352 -0.331
C: 1.958 -4.903 0.265
F: 1.676 -5.726 1.310

***

(3)
# C6H10

One molecule with the formula C6H10 (wB97M-V/def2-TZVPD, the OMol25 dataset).

Properties
- orbital gap (alpha / beta) (Eh) = 0.3082 / 0.3029
- lowest unoccupied orbital energy (alpha / beta) (eV) = 0.7 / 0.6
- energy (Ha) = -234.4217
- strongest force on any atom (eV/Å) = 1.60
- M (g/mol) = 82.1
- energy relative to the best compared isomer or geometry (same formula, charge and spin) (eV) = 4.919

CARTESIAN COORDINATES (ANGSTROEM)
C: 2.133 -0.173 0.386
C: 0.676 -0.618 0.403
C: -1.510 -0.754 -0.334
C: -1.936 0.569 0.077
C: -0.604 1.179 -0.376
C: -0.190 -0.175 -0.822
H: 2.572 -0.386 1.371
H: 2.174 0.908 0.225
H: 2.738 -0.683 -0.372
H: 0.615 -1.699 0.590
H: -1.606 -1.670 0.257
H: -2.465 0.987 -0.810
H: -2.524 0.779 0.973
H: 0.201 -0.017 1.186
H: -0.488 2.111 -0.932
H: 0.214 -0.358 -1.822

***

Question: The highest energy belongs to which entry?
Answer: C6H10

***

Question: Look up the strongest force on any atom of the second one.
Answer: 1.56 eV/Å

***

Question: Look up the strongest force on any atom of the second one.
Answer: 1.56 eV/Å